{
  "formula": "C4H10N3O",
  "method": "wB97M-V/def2-TZVPD",
  "symbols": ["C", "N", "N", "C", "C", "C", "N", "O", "H", "H", "H", "H", "H", "H", "H", "H", "H", "H"],
  "coordinates": [[-0.399, 0.504, -1.642], [-0.150, -0.316, -0.555], [-1.412, -0.648, 0.051], [-1.119, -0.950, 1.467], [0.149, -0.728, 1.779], [0.904, 0.182, 0.791], [2.162, -0.160, 0.505], [0.666, 1.508, 0.985], [0.439, 1.088, -1.784], [-0.845, -0.089, -2.493], [-1.181, 1.379, -1.413], [-1.890, -1.442, -0.229], [-2.060, 0.087, 0.025], [-2.015, -1.441, 1.948], [0.725, -0.913, 2.681], [2.389, -1.082, 0.219], [2.532, 0.609, 0.011], [0.796, 2.138, 0.265]],
  "forces_ev_per_angstrom": [[-4.0, 1.6, -0.7], [0.2, -1.6, 2.0], [2.7, 0.9, 2.4], [-0.3, -1.1, 0.8], [0.1, 1.6, 0.2], [-3.8, -1.5, -1.6], [0.5, 1.0, 0.5], [-0.3, -0.1, 1.2], [2.2, 0.7, -1.4], [1.0, 1.0, 0.4], [1.0, -1.6, -0.3], [-0.8, -2.3, -1.8], [-1.3, 2.0, -0.3], [1.6, 0.5, -0.1], [-0.7, -0.2, 0.2], [0.1, -0.6, -0.3], [1.6, 0.3, -0.8], [0.3, -0.5, -0.2]],
  "lowdin_charge": [-0.120, -0.097, 0.068, 0.015, 0.075, -0.504, 0.192, 0.091, 0.058, 0.120, 0.131, 0.156, 0.152, 0.162, 0.140, 0.125, 0.109, 0.128],
  "gap_ev": 10.27,
  "smiles": "CN1[NH2+]C=C[C@]1(N)O",
  "total_charge": 1,
  "total_energy_ha": -397.55292
}

{
  "formula": "C4H7NO",
  "method": "wB97M-V/def2-TZVPD",
  "symbols": ["O", "C", "C", "N", "C", "C", "H", "H", "H", "H", "H", "H", "H"],
  "coordinates": [[-2.611, -0.866, 0.481], [-1.408, -0.770, 0.552], [-0.702, 0.543, 0.846], [0.531, 0.840, 0.135], [0.617, 0.379, -1.232], [1.536, -0.160, -0.193], [-0.763, -1.670, 0.443], [-0.524, 0.571, 1.927], [-1.410, 1.342, 0.617], [0.937, 1.104, -1.978], [-0.182, -0.296, -1.562], [1.415, -1.211, 0.074], [2.565, 0.196, -0.110]],
  "forces_ev_per_angstrom": [[0.6, 0.0, 0.0], [-0.3, 0.0, 0.0], [-0.2, -0.1, 0.0], [0.0, 0.0, 0.1], [-0.2, 0.0, -0.3], [0.2, -0.2, 0.1], [-0.1, 0.1, 0.0], [0.1, 0.0, 0.0], [0.0, 0.0, 0.1], [0.0, -0.2, 0.2], [0.3, 0.2, -0.1], [-0.1, 0.3, 0.1], [-0.3, -0.1, -0.1]],
  "lowdin_charge": [0.052, -0.260, -0.163, -0.121, -0.149, -0.139, 0.121, 0.128, 0.126, 0.103, 0.105, 0.096, 0.102],
  "gap_ev": 10.23,
  "smiles": "O=CCN1CC1",
  "total_energy_ha": -286.53629
}

{
  "formula": "CH4NOP",
  "method": "wB97M-V/def2-TZVPD",
  "symbols": ["C", "N", "O", "H", "P", "H", "H", "H"],
  "coordinates": [[1.913, -0.023, 0.211], [1.334, 0.964, -0.082], [0.953, 2.102, -0.109], [1.872, -1.015, -0.119], [-1.210, -0.498, -0.474], [-2.559, -0.391, -0.615], [-1.270, -1.466, 0.463], [-1.032, 0.328, 0.725]],
  "forces_ev_per_angstrom": [[-0.9, 1.1, -0.7], [1.3, 1.1, 1.3], [-0.1, -1.0, -0.5], [0.3, -1.1, -0.1], [1.4, 1.3, 0.2], [-1.3, 0.2, 0.2], [-0.2, -1.8, 0.7], [-0.4, 0.1, -1.1]],
  "lowdin_charge": [0.088, -0.293, 0.014, 0.047, 0.662, -0.202, -0.209, -0.107],
  "gap_ev": 10.47,
  "smiles": "C#[N+][O-].P",
  "total_energy_ha": -511.68845
}

{
  "formula": "C27H51NO16P2",
  "method": "wB97M-V/def2-TZVPD",
  "symbols": ["C", "C", "C", "C", "C", "C", "O", "N", "O", "O", "C", "O", "O", "C", "C", "C", "O", "C", "O", "C", "C", "O", "C", "C", "H", "H", "H", "H", "H", "H", "H", "H", "H", "H", "H", "H", "H", "H", "H", "H", "H", "H", "H", "H", "H", "C", "C", "O", "P", "O", "O", "C", "C", "O", "C", "C", "H", "H", "H", "H", "H", "H", "H", "H", "H", "H", "H", "H", "H", "H", "H", "C", "C", "O", "P", "O", "O", "C", "C", "O", "C", "C", "H", "H", "H", "H", "H", "H", "H", "H", "H", "H", "H", "H", "H", "H", "H"],
  "coordinates": [[-4.772, 0.660, -0.324], [-4.618, -0.521, -0.452], [-4.150, -1.915, -0.566], [-3.545, -2.205, -1.966], [-2.137, -2.852, -1.904], [-0.985, -1.872, -1.599], [0.040, -2.115, -2.586], [-0.333, -1.624, -3.879], [-0.150, -2.453, -4.671], [-1.364, -0.522, -1.859], [-1.467, 0.144, -0.676], [-1.670, 1.306, -0.560], [-1.249, -0.744, 0.325], [-0.397, -1.825, -0.166], [-0.606, -3.019, 0.755], [0.145, -4.311, 0.344], [0.619, -4.304, -0.998], [1.961, -4.292, -1.137], [2.489, -4.354, -2.204], [1.035, -1.246, -0.029], [1.185, -0.167, 1.060], [0.832, -0.617, 2.354], [-0.136, 0.199, 3.004], [-1.139, -0.705, 3.742], [-4.724, 1.713, -0.165], [-3.425, -2.084, 0.234], [-5.011, -2.559, -0.364], [-4.189, -2.969, -2.417], [-3.579, -1.349, -2.637], [-1.999, -3.323, -2.878], [-2.224, -3.670, -1.185], [-0.232, -2.728, 1.739], [-1.670, -3.224, 0.897], [0.922, -4.536, 1.081], [-0.565, -5.139, 0.425], [2.549, -4.178, -0.210], [1.295, -0.762, -0.977], [1.778, -2.012, 0.205], [2.261, 0.062, 1.083], [0.696, 0.764, 0.766], [0.306, 0.855, 3.763], [-0.730, 0.792, 2.305], [-1.387, -1.601, 3.171], [-2.081, -0.164, 3.878], [-0.774, -1.034, 4.719], [-3.919, 1.954, 8.342], [-2.802, 2.373, 7.401], [-3.309, 2.910, 6.180], [-4.002, 4.386, 6.212], [-2.871, 5.332, 6.410], [-4.286, 4.599, 4.612], [-3.708, 5.689, 3.895], [-2.372, 5.306, 3.284], [-5.541, 3.802, 6.362], [-6.481, 4.594, 7.118], [-6.680, 5.974, 6.522], [-4.457, 2.828, 8.723], [-3.520, 1.411, 9.199], [-4.645, 1.326, 7.827], [-2.140, 3.098, 7.883], [-2.202, 1.501, 7.137], [-3.614, 6.565, 4.536], [-4.410, 5.954, 3.101], [-1.739, 4.780, 3.998], [-1.846, 6.193, 2.928], [-2.525, 4.634, 2.438], [-6.140, 4.670, 8.155], [-7.424, 4.047, 7.121], [-5.758, 6.563, 6.570], [-7.452, 6.519, 7.067], [-6.964, 5.904, 5.473], [3.646, -3.560, -5.075], [3.989, -2.302, -4.298], [5.338, -1.883, -4.528], [5.720, -1.244, -5.975], [5.048, 0.082, -6.001], [7.276, -0.816, -5.700], [7.698, 0.541, -5.814], [7.593, 1.268, -4.486], [6.244, -2.673, -6.617], [6.044, -2.878, -8.030], [6.749, -1.829, -8.869], [3.606, -3.352, -6.150], [2.673, -3.948, -4.775], [4.400, -4.331, -4.921], [3.299, -1.491, -4.548], [3.897, -2.498, -3.231], [7.135, 1.055, -6.593], [8.741, 0.523, -6.140], [6.640, 1.076, -3.996], [7.710, 2.344, -4.629], [8.376, 0.925, -3.808], [4.971, -2.883, -8.247], [6.432, -3.868, -8.264], [6.327, -0.833, -8.696], [6.645, -2.054, -9.931], [7.807, -1.780, -8.615]],
  "forces_ev_per_angstrom": [[0.2, 0.2, 0.1], [0.6, -0.3, 0.2], [-0.6, 0.7, -0.3], [-0.1, -0.9, 0.3], [-1.2, 0.4, 0.1], [0.8, -0.3, -2.0], [0.2, -0.5, 1.1], [-0.4, -0.3, -0.4], [0.3, 0.3, -0.1], [-0.3, 0.4, 0.9], [0.2, -0.5, -0.3], [-0.1, -0.1, 0.1], [-0.4, 0.1, 0.5], [0.0, 0.8, 0.6], [0.1, -0.1, 0.0], [-1.0, -0.1, 0.6], [0.5, -0.1, 0.5], [0.3, 0.3, -0.6], [-0.1, -0.1, 0.0], [-0.1, 0.1, -0.2], [1.0, -0.1, -0.2], [-0.4, 0.5, -0.4], [-1.1, -0.7, 0.8], [-0.1, 0.1, 0.0], [-0.3, -0.1, -0.1], [0.0, 0.0, -0.1], [0.2, -0.2, -0.1], [0.1, 0.1, -0.1], [0.1, 0.1, 0.2], [0.5, 0.1, 0.1], [0.4, 0.1, 0.0], [0.0, 0.2, -0.1], [0.1, 0.0, -0.2], [0.3, 0.1, -0.4], [0.1, 0.0, -0.2], [-0.4, -0.1, 0.1], [0.2, -0.2, 0.1], [-0.2, -0.1, -0.3], [-0.1, 0.0, -0.1], [-0.3, -0.1, 0.2], [0.3, 0.1, -0.4], [0.4, 0.0, -0.2], [0.1, 0.1, -0.1], [0.2, 0.0, 0.2], [0.0, 0.1, -0.1], [-0.1, 0.1, 0.0], [0.0, -0.2, 0.3], [-0.4, 0.5, 0.5], [1.6, -2.9, -6.5], [-1.7, 0.7, 2.9], [-0.4, 0.2, 0.4], [0.3, 0.0, -0.1], [0.0, -0.1, -0.2], [0.8, 1.7, 2.6], [-0.3, 0.2, 0.1], [0.2, 0.0, -0.1], [0.0, 0.0, 0.0], [0.0, 0.0, 0.0], [0.1, 0.0, 0.0], [0.0, 0.0, -0.1], [0.0, 0.1, -0.2], [0.1, -0.1, 0.1], [-0.1, -0.1, 0.1], [0.0, 0.2, 0.1], [0.0, 0.0, 0.0], [0.0, 0.0, 0.0], [-0.1, 0.0, 0.0], [0.1, -0.2, -0.1], [0.0, 0.0, 0.1], [0.0, 0.0, 0.0], [-0.1, 0.0, 0.0], [0.0, 0.1, -0.3], [-0.3, -0.2, 0.0], [-0.1, 0.0, -0.8], [4.3, 0.5, 5.3], [-1.5, -1.3, -2.6], [-0.2, -0.2, -0.6], [0.0, 0.3, 0.2], [0.1, -0.1, 0.1], [-2.4, 1.1, -1.6], [0.1, 0.0, -0.3], [0.0, 0.2, 0.1], [0.0, 0.0, 0.0], [0.0, 0.1, 0.1], [0.0, 0.0, 0.1], [0.1, 0.0, 0.0], [0.2, 0.0, 0.0], [-0.1, 0.0, 0.1], [0.0, -0.2, 0.0], [-0.1, 0.1, -0.2], [0.0, 0.0, 0.0], [0.0, 0.0, 0.0], [0.0, -0.1, 0.0], [0.0, 0.0, 0.2], [0.0, 0.0, 0.0], [0.0, 0.0, 0.0], [0.0, -0.1, 0.0]],
  "lowdin_charge": [0.114, -0.137, -0.183, -0.151, -0.060, -0.345, -0.063, 0.034, 0.108, 0.112, -0.542, 0.184, 0.063, -0.277, -0.062, -0.144, -0.016, -0.337, 0.104, -0.033, -0.186, -0.133, -0.246, -0.062, 0.038, 0.096, 0.113, 0.113, 0.119, 0.119, 0.119, 0.112, 0.114, 0.125, 0.130, 0.151, 0.140, 0.118, 0.131, 0.122, 0.119, 0.108, 0.054, 0.078, 0.070, -0.080, -0.283, -0.203, 0.555, -0.218, -0.214, -0.295, -0.072, -0.195, -0.274, -0.080, 0.062, 0.078, 0.084, 0.112, 0.114, 0.101, 0.115, 0.072, 0.077, 0.073, 0.109, 0.120, 0.073, 0.081, 0.086, -0.080, -0.277, -0.197, 0.546, -0.221, -0.211, -0.297, -0.075, -0.194, -0.275, -0.081, 0.063, 0.063, 0.087, 0.111, 0.101, 0.101, 0.114, 0.073, 0.076, 0.074, 0.110, 0.120, 0.073, 0.080, 0.085],
  "gap_ev": 9.72,
  "smiles": "C#CCCC[C@@]1(ON=O)OC(=O)O[C@]1(CCOC=O)CCOCC.CCOP(=O)(OCC)OCC.CCOP(=O)(OCC)OCC",
  "total_energy_ha": -3000.59206
}